The following is a quantum chemistry calculation of a molecular structure, C9H14N3O2ReSbSe4 at a distorted geometry, from OMol25.

Values from the calculation:
* electronic energy: -288182.39905 eV
* HOMO (spin up / spin down): -7.182 / -7.229 eV
* HOMO-LUMO gap (spin up / spin down): 6.47 / 5.62 eV

The geometry in ORCA input format:
```
! wB97M-V def2-TZVPD RIJCOSX def2/J DEFGRID3
* xyz 0 4
Re -0.138 0.617 -0.076
O 3.365 -0.773 1.541
C 2.308 -0.242 1.302
O 1.915 0.271 0.146
C 1.268 -0.145 2.394
C 1.594 -0.343 3.717
C 0.604 -0.197 4.674
C -0.682 0.127 4.270
C -0.945 0.300 2.926
N 0.017 0.167 2.000
H 2.619 -0.603 3.956
H 0.834 -0.334 5.726
H -1.485 0.253 4.984
H -1.925 0.551 2.557
N 0.069 -1.609 -0.639
C -0.473 -2.086 -1.937
C 0.141 -1.349 -3.114
C -0.270 0.107 -3.232
N 0.313 0.955 -2.168
H 1.074 -1.738 -0.621
H -0.304 -2.181 0.103
H -1.542 -1.920 -1.924
H -0.296 -3.155 -2.038
H -0.184 -1.860 -4.020
H 1.236 -1.430 -3.082
H -1.351 0.206 -3.174
H 0.044 0.500 -4.196
H 0.086 1.941 -2.413
H 1.324 0.891 -2.196
Se -0.868 3.854 -3.315
Sb -1.942 4.071 -1.177
Se -0.188 2.925 0.462
Se -2.537 0.214 -0.286
Se -3.679 2.015 -1.151
*
```

These are the Löwdin partial charges, in e, on atoms 1 to 8: number 1, Re, carries 0.82; number 2, O, carries 0.10; number 3, C, carries -0.57; number 4, O, carries -0.23; number 5, C, carries -0.18; number 6, C, carries 0.02; number 7, C, carries -0.03; number 8, C, carries -0.03